# 1
Entry from the OMol25 dataset: the ion C4H9N2 with charge +1 at a distorted geometry (ωB97M-V/def2-TZVPD).

Charge: +1
Electronic energy, hartree: -267.01988
Energy relative to the best compared isomer or geometry (same formula, charge and spin), kcal/mol: 49.8
SMILES: C=[N+](C)/C=C/N

Cartesian coordinates (Å):
C: -1.17540 -1.35262 -0.29408
C: 1.65882 -0.24362 0.04213
C: 0.46821 0.40644 -0.26611
C: -1.83212 0.81763 0.24465
N: 2.93269 0.23249 0.28619
N: -0.79487 -0.16582 -0.18491
H: -2.21886 -1.65592 0.01497
H: -0.43733 -2.16703 -0.59880
H: 1.60800 -1.36706 0.20500
H: 3.16071 1.13826 0.02238
H: 0.35824 1.49233 -0.44158
H: -2.69283 0.20760 0.45928
H: -2.02530 1.53307 -0.53029
H: -1.41615 1.37518 1.06262
H: 3.60399 -0.41931 0.73232

=====

# 2
Entry from the OMol25 dataset: the ion C4H9N2 with charge +1 at a distorted geometry (ωB97M-V/def2-TZVPD).

Charge: +1
Electronic energy, hartree: -266.95566
Energy relative to the best compared isomer or geometry (same formula, charge and spin), kcal/mol: 90.1
SMILES: CCC1=[NH+]CN1

Cartesian coordinates (Å):
C: 0.29166 0.04252 -0.20800
C: 0.26749 1.73286 -1.52204
C: -0.78613 -1.24375 1.73364
C: 0.24383 -1.16157 0.58959
N: -0.38436 1.10199 -0.41054
N: 1.41089 0.70998 -1.40428
H: -0.38298 1.43305 -2.26525
H: 0.64668 2.70120 -1.25978
H: -0.29936 -1.97863 2.46557
H: -1.74588 -1.57971 1.26526
H: -0.90329 -0.27610 2.24053
H: 0.29449 -1.86294 -0.17927
H: 1.32522 -1.17032 0.99984
H: -1.27432 1.40406 0.13591
H: 1.29606 0.14736 -2.18117

=====

# 3
Entry from the OMol25 dataset: a cluster of 2 separate species, C4H9N2 in total at a distorted geometry (ωB97M-V/def2-TZVPD).

Charge: +1
Electronic energy, hartree: -266.86213
Energy relative to the best compared isomer or geometry (same formula, charge and spin), kcal/mol: 148.8

Cartesian coordinates (Å):
C: -2.09229 -1.46821 -0.04136
C: -0.65450 1.60306 0.64479
C: -0.19484 1.45314 -0.76451
C: 1.81128 -1.11278 0.02995
N: -1.43036 -0.53375 0.05715
N: -0.54788 0.28380 0.04618
H: -2.78729 -2.19606 0.13866
H: 1.39284 -1.80180 0.75972
H: 0.15443 1.78729 1.29382
H: -1.59415 2.03657 0.77210
H: -0.94975 1.52680 -1.49007
H: 0.78537 1.44580 -0.90206
H: 1.98680 -0.10927 0.33712
H: 2.75073 -1.61300 -0.01219
H: 1.36961 -1.30157 -0.86929

=====

# 4
Entry from the OMol25 dataset: the ion C4H9N2 with charge +1 at a distorted geometry (ωB97M-V/def2-TZVPD).

Charge: +1
Electronic energy, hartree: -267.05235
Energy relative to the best compared isomer or geometry (same formula, charge and spin), kcal/mol: 29.5
SMILES: C/[NH+]=C/C=C/N

Cartesian coordinates (Å):
C: 0.11606 -1.15397 -0.57363
C: -0.01414 -0.62850 0.71503
C: 0.22894 -0.34796 -1.68821
C: -0.29878 1.18566 2.35091
N: 0.33714 -0.68187 -2.94344
N: -0.26039 0.61931 1.02983
H: 0.17771 -2.22751 -0.66097
H: 0.10123 -1.29817 1.55717
H: 0.22505 0.89113 -1.27062
H: -1.31980 1.48508 2.60284
H: 0.06186 0.46560 3.08637
H: 0.33341 2.07338 2.38287
H: 0.31208 -1.66264 -3.19445
H: 0.45435 -0.00685 -3.68384
H: -0.45473 1.28731 0.29015

=====

# 5
Entry from the OMol25 dataset: the ion C4H9N2 with charge +1 at a distorted geometry (ωB97M-V/def2-TZVPD).

Charge: +1
Electronic energy, hartree: -266.90121
Energy relative to the best compared isomer or geometry (same formula, charge and spin), kcal/mol: 124.3

Cartesian coordinates (Å):
C: 1.72235 -0.08593 -0.12407
C: -0.83972 -1.43309 0.42245
C: 3.08759 0.18141 -0.02435
C: -1.95654 0.86644 -0.11463
N: 0.66559 -0.58226 0.10856
N: -1.83505 -0.66817 -0.33945
H: -1.03098 -1.20442 1.47415
H: 3.56019 -0.59421 0.59766
H: 3.33372 0.94014 0.77663
H: 3.51569 0.68965 -0.96399
H: -2.88115 1.29561 -0.01550
H: -1.28714 1.10572 0.69496
H: -1.59731 1.36072 -1.02491
H: -1.76210 -0.75210 -1.41694
H: -2.69514 -1.11949 -0.05055

=====

# 6
Entry from the OMol25 dataset: the ion C4H9N2 with charge +1 at a distorted geometry (ωB97M-V/def2-TZVPD).

Charge: +1
Electronic energy, hartree: -266.92796
Energy relative to the best compared isomer or geometry (same formula, charge and spin), kcal/mol: 107.5
SMILES: C=[N+](C)N1CC1

Cartesian coordinates (Å):
C: 1.00027 1.32070 0.82999
C: 0.22807 -1.84005 0.68701
C: -0.90145 1.44180 -0.58425
C: -0.04858 -1.49287 -0.72725
N: -0.47547 -0.67566 0.34181
N: -0.01585 0.65690 0.27337
H: 1.61031 0.95526 1.63631
H: 1.09547 2.27968 0.41233
H: -0.34097 -2.63476 1.19682
H: 1.23015 -1.66620 0.93843
H: -1.93637 1.49373 -0.11640
H: -0.35924 2.31117 -0.75842
H: -0.89314 0.82786 -1.55235
H: -0.78714 -2.08035 -1.31009
H: 0.59395 -0.89722 -1.26729

=====

# 7
Entry from the OMol25 dataset: a cluster of 2 separate species, C4H9N2 in total at a distorted geometry (ωB97M-V/def2-TZVPD).

Charge: +1
Electronic energy, hartree: -266.99431
Energy relative to the best compared isomer or geometry (same formula, charge and spin), kcal/mol: 65.9

Cartesian coordinates (Å):
C: 0.03056 -1.15889 1.86148
C: -0.13437 1.41135 -1.42175
C: -0.28749 1.85899 -2.78449
C: 1.39061 -2.78536 3.24040
N: 0.70377 -1.91663 2.46139
N: -1.14027 0.88882 -0.77526
H: -1.15904 0.67291 0.25954
H: 0.78915 1.54183 -0.74306
H: -1.13072 1.24897 -3.13912
H: 0.60498 1.63803 -3.48787
H: -0.55667 2.91246 -2.66276
H: 2.42228 -2.27939 3.54982
H: 0.89300 -2.95476 4.27035
H: 1.82990 -3.77420 2.85305
H: -2.05239 0.73838 -1.27255

=====

# 8
Entry from the OMol25 dataset: a cluster of 2 separate species, C4H9N2 in total at a distorted geometry (ωB97M-V/def2-TZVPD).

Charge: +1
Electronic energy, hartree: -266.93032
Energy relative to the best compared isomer or geometry (same formula, charge and spin), kcal/mol: 106.0

Cartesian coordinates (Å):
C: -2.51601 -1.08981 0.69311
C: -1.70347 -0.36546 0.18092
C: -0.70806 1.72901 -0.16590
C: 0.37675 -0.36932 -0.73515
N: 2.10165 -0.86681 0.41787
N: -0.67795 0.27231 -0.39866
H: -3.10283 -1.86593 1.07030
H: 0.15568 2.26911 -0.66885
H: -1.56681 2.33707 -0.70146
H: -0.76840 2.05476 0.88726
H: 1.11812 0.34112 -1.20058
H: 1.61529 -1.12914 1.24191
H: 0.39925 -1.44810 -0.96856
H: 2.44210 -1.60144 -0.17877
H: 2.83469 -0.26737 0.52655

=====

# 9
Entry from the OMol25 dataset: the ion C4H9N2 with charge +1 at a distorted geometry (ωB97M-V/def2-TZVPD).

Charge: +1
Electronic energy, hartree: -266.95435
Energy relative to the best compared isomer or geometry (same formula, charge and spin), kcal/mol: 91.0
SMILES: C=NCC(C)=[NH2+]

Cartesian coordinates (Å):
C: 2.60599 0.15508 1.01407
C: 0.66853 -0.41360 -0.62050
C: -1.01588 -0.11131 -0.35400
C: -1.51822 0.55736 0.84393
N: 2.19094 -0.37773 -0.02067
N: -1.71529 -0.39992 -1.36584
H: 3.70988 0.04751 1.12895
H: 2.09928 0.78727 1.67892
H: 0.69224 -1.52925 -0.82311
H: 0.80802 0.07906 -1.51973
H: -0.88991 1.51096 1.04857
H: -1.19391 -0.02043 1.64135
H: -2.55539 0.75552 0.82060
H: -1.21440 -1.04364 -1.96746
H: -2.67190 0.00313 -1.50507

=====

# 10
Entry from the OMol25 dataset: a structure of composition C4H9N2 at a distorted geometry (ωB97M-V/def2-TZVPD).

Charge: +1
Electronic energy, hartree: -266.87433
Energy relative to the best compared isomer or geometry (same formula, charge and spin), kcal/mol: 141.2

Cartesian coordinates (Å):
C: -2.14632 0.28892 0.12493
C: -1.07969 1.38535 0.06551
C: 2.02846 -0.16977 -0.24062
C: 0.60902 -0.30315 0.22398
N: -0.33070 0.44633 -0.50713
N: -2.49745 -0.85065 -0.20018
H: -1.25354 2.09358 -0.77760
H: -0.67912 1.81183 1.05797
H: 2.69954 -0.92423 0.26037
H: 2.04628 -0.31154 -1.32294
H: 2.33365 0.80323 -0.12213
H: 0.22881 -1.41224 0.04764
H: 0.51429 0.02619 1.21403
H: -3.46488 -1.17818 0.17435
H: -2.25731 -1.53034 -0.89205

=====

# 11
Entry from the OMol25 dataset: a cluster of 2 separate species, C4H9N2O in total at a distorted geometry (ωB97M-V/def2-TZVPD).

<S²>: 0.774
Electronic energy, hartree: -342.42991
Energy relative to the best compared isomer or geometry (same formula, charge and spin), kcal/mol: 46.9
Spin multiplicity: 2

Cartesian coordinates (Å):
C: -2.65522 -1.77362 -0.78146
C: -1.49160 -0.91896 -0.77204
C: -0.09157 -0.95899 -1.16985
N: 0.39678 0.35916 -1.01662
C: -0.43526 1.17173 -0.45644
N: -1.60276 0.44186 -0.21555
H: -2.95239 -2.13083 0.20303
H: -3.49287 -1.18660 -1.10634
H: -2.65316 -2.74692 -1.42276
H: 0.56567 -1.67238 -1.72287
H: 1.37670 0.74139 -1.27964
H: -0.15350 2.19534 -0.09542
H: -2.39430 0.60812 0.37182
H: 5.36804 1.56660 3.77672
H: 4.29200 0.49162 3.33904
O: 4.56596 1.42571 3.20504

=====

# 12
Entry from the OMol25 dataset: the ion C4H9N2O with charge +1 at a distorted geometry (ωB97M-V/def2-TZVPD).

Charge: +1
Electronic energy, hartree: -342.14151
Energy relative to the best compared isomer or geometry (same formula, charge and spin), kcal/mol: 135.4
SMILES: C=C(C)[NH2+]/C=[NH+]/[O-]

Cartesian coordinates (Å):
C: -1.69457 0.63418 -0.20708
C: 0.72598 0.17592 -0.09395
C: 1.60760 1.00537 -0.65445
C: 0.55698 -1.31160 -0.24671
N: -2.77629 0.03612 0.23075
N: -0.43699 0.68240 0.62492
O: -3.73191 -0.25836 -0.41129
H: -1.83333 1.08065 -1.14968
H: 2.41188 0.61379 -1.20952
H: 1.71573 2.06501 -0.36486
H: -2.87442 -0.30364 1.15750
H: 1.40899 -1.85400 -0.33059
H: -0.03799 -1.45159 -1.22373
H: 0.06353 -1.70835 0.55148
H: -0.31063 1.64320 0.92827
H: -0.76845 0.24644 1.51876

=====

# 13
Entry from the OMol25 dataset: the ion C4H9N2O with charge +1 at a distorted geometry (ωB97M-V/def2-TZVPD).

Charge: +1
Electronic energy, hartree: -342.15064
Energy relative to the best compared isomer or geometry (same formula, charge and spin), kcal/mol: 129.7
SMILES: CC/C=[NH+]/C=[NH+]\[O-]

Cartesian coordinates (Å):
C: -2.03292 -0.85441 -0.17437
C: 0.18666 0.26475 0.13583
C: 2.58984 0.84531 -0.32441
C: 1.56268 0.00059 0.47354
N: -3.16634 -0.09060 -0.17770
N: -0.66601 -0.68536 0.04098
O: -3.43382 1.06203 0.23671
H: -2.44863 -1.92701 -0.24318
H: -0.23349 1.29377 -0.13064
H: 2.37636 1.89257 -0.38819
H: 2.69375 0.42207 -1.28088
H: 3.51213 1.03365 0.18938
H: 1.76739 0.23135 1.50722
H: 1.59544 -1.15756 0.55898
H: -3.92923 -0.74147 -0.55235
H: -0.37380 -1.58968 0.12907

=====

# 14
Entry from the OMol25 dataset: a structure of composition C4H9N2O at a distorted geometry (ωB97M-V/def2-TZVPD).

Charge: +1
Electronic energy, hartree: -342.05079
Energy relative to the best compared isomer or geometry (same formula, charge and spin), kcal/mol: 192.3

Cartesian coordinates (Å):
C: -0.32343 -1.26555 -0.09872
C: 1.62204 0.17876 -0.08614
C: 2.93144 0.73549 0.03741
C: -2.35960 0.03500 0.66182
N: 0.80078 -0.68819 0.04778
N: -1.16224 1.13320 -1.01907
O: -1.66208 0.00404 -0.61454
H: -0.69562 -1.50408 0.93089
H: -0.29310 -2.12667 -0.74539
H: 3.35726 0.56049 -0.93884
H: 3.50636 0.06721 0.71069
H: 3.02451 1.77474 0.27187
H: -3.03871 0.84988 0.55348
H: -1.74559 -0.02616 1.49611
H: -3.04514 -0.84538 0.77235
H: -0.91688 1.11721 -1.97969

=====

# 15
Entry from the OMol25 dataset: a cluster of 2 separate species, C4H9N2O in total at a distorted geometry (ωB97M-V/def2-TZVPD).

Charge: +1
Electronic energy, hartree: -342.08983
Energy relative to the best compared isomer or geometry (same formula, charge and spin), kcal/mol: 167.8

Cartesian coordinates (Å):
C: -1.90990 -0.74575 -0.70261
C: -1.12043 0.22829 0.03970
C: 1.67720 1.52592 0.19729
C: 1.08942 0.31919 -0.43449
N: 1.27683 -0.91988 0.00564
N: -1.29964 -1.09086 0.58908
O: 2.21424 -1.45260 0.55790
H: -2.99174 -0.66402 -0.71443
H: -1.49780 -1.25057 -1.56668
H: -1.47413 1.11756 0.52978
H: 2.65611 1.68209 -0.26541
H: 1.83126 1.38072 1.26380
H: 1.07725 2.41280 0.01671
H: 0.77532 0.38761 -1.47079
H: -1.88004 -1.27532 1.40807
H: -0.42395 -1.65519 0.54644